Entry 1:
Computed, not measured: a 2-piece molecular cluster, C3H10N2S overall at a distorted geometry, with the ωB97M-V functional and the def2-TZVPD basis.

**Charge**: +1
**Spin multiplicity**: 2
**E**: -17079.5414 eV
**Kohn-Sham gap (spin up / spin down)**: 9.962 / 4.735 eV
**LUMO energy (spin up / spin down)**: -0.131 / -0.323 Eh
**ΔE to the lowest compared entry with this formula, charge and spin**: 156.0 kJ/mol

XYZ file:
```
16
Properties=species:S:1:pos:R:3:forces:R:3
C -1.6426 -1.3860 1.3801 -0.6 0.9 -0.5
C -0.8997 -1.6653 0.0697 0.3 -0.7 -0.5
S -1.6313 -0.7237 -1.2665 0.4 0.1 0.4
H -2.6363 -1.8218 1.3882 0.0 -0.1 0.1
H -1.7277 -0.3087 1.5416 -0.1 0.0 -0.1
H -1.0532 -1.7268 2.1993 0.5 -0.6 0.5
H -0.9689 -2.6861 -0.3113 -0.2 -0.1 0.4
H 0.1631 -1.4276 0.1705 -0.1 0.5 -0.2
N 1.5451 1.8613 -1.6507 -0.6 0.2 0.5
C 1.8214 1.6465 -0.3140 0.7 -0.8 -0.7
N 1.3260 0.7026 0.3874 -0.1 0.5 -0.2
H 0.8033 1.2879 -2.0263 0.0 0.0 -0.1
H 1.4031 2.8415 -1.8624 0.3 -0.1 -0.3
H 2.6870 2.2207 0.0010 -0.2 0.5 0.3
H 1.8165 0.7374 1.2786 -0.2 -0.4 0.1
H -1.0056 0.4481 -0.9853 0.0 0.0 0.1
```
Forces are in eV/Å.

---

Entry 2:
Computed, not measured: one molecule with the formula C17H27N5O3, with the ωB97M-V functional and the def2-TZVPD basis.

**SMILES string**: CCCCn1cc([C@]2(C)COCCN2C(=O)[C@@H]2ON=C(C)[C@H]2C)nn1
**Charge**: 0
**E**: -31658.3390 eV
**Kohn-Sham gap**: 10.040 eV
**LUMO energy**: 0.028 Eh
**ΔE to the lowest compared entry with this formula, charge and spin**: 338.2 kJ/mol

XYZ file:
```
52
Properties=species:S:1:pos:R:3:forces:R:3
C -4.7231 -1.7881 3.6725 0.0 0.0 0.0
C -4.2175 -2.3218 2.3382 0.0 0.0 0.0
C -3.1134 -1.4534 1.7483 0.0 0.0 0.0
C -2.6157 -1.9961 0.4161 0.0 0.0 0.0
N -1.5781 -1.1622 -0.1628 0.0 0.1 0.0
C -0.2543 -1.1749 0.0747 0.0 -0.1 -0.1
C 0.2373 -0.1391 -0.6812 0.0 0.1 0.2
C 1.6630 0.3332 -0.8132 0.0 -0.1 -0.1
C 2.3040 0.5329 0.5667 0.0 0.0 -0.1
C 1.7455 1.7244 -1.4755 0.0 0.0 0.0
O 1.4809 1.7767 -2.8532 0.0 0.0 0.0
C 2.3612 0.9285 -3.5515 0.0 0.0 0.0
C 2.1590 -0.4975 -3.1018 0.0 0.0 0.0
N 2.4322 -0.6257 -1.6651 0.0 0.1 0.1
C 2.8417 -1.8205 -1.1591 0.1 0.0 0.0
O 2.6681 -2.1724 -0.0042 0.0 0.0 0.0
C 3.6189 -2.7337 -2.1168 0.0 0.0 0.0
O 2.6838 -3.3672 -3.0080 0.0 0.0 0.0
N 3.0754 -4.7044 -3.1929 0.0 0.0 0.0
C 3.9886 -4.9938 -2.3613 0.0 0.0 0.0
C 4.5953 -6.3535 -2.3147 0.0 0.0 0.0
C 4.3403 -3.8741 -1.4200 0.1 0.0 0.0
C 5.8300 -3.6393 -1.2080 0.0 0.0 0.0
N -0.8112 0.4560 -1.3060 0.0 0.0 0.0
N -1.9041 -0.1661 -0.9878 0.0 0.0 0.0
H -5.5138 -2.4177 4.0804 0.0 0.0 0.0
H -3.9166 -1.7460 4.4070 0.0 0.0 0.0
H -5.1227 -0.7785 3.5617 0.0 0.0 0.0
H -3.8472 -3.3436 2.4661 0.0 0.0 0.0
H -5.0468 -2.3826 1.6272 0.0 0.0 0.0
H -3.4772 -0.4339 1.5962 0.0 0.0 0.0
H -2.2750 -1.3906 2.4486 0.0 0.0 0.0
H -2.2105 -3.0025 0.5291 0.0 0.0 0.0
H -3.4238 -2.0345 -0.3135 0.0 0.0 0.0
H 0.2259 -1.9033 0.7039 0.0 0.0 0.0
H 1.9030 1.4554 0.9926 0.0 0.0 0.0
H 2.1028 -0.2845 1.2462 0.0 0.0 0.0
H 3.3845 0.6425 0.4647 0.0 0.0 0.0
H 1.0178 2.3713 -0.9899 0.0 0.0 0.0
H 2.7567 2.1111 -1.2833 0.0 0.0 0.0
H 2.1275 1.0246 -4.6107 0.0 0.0 0.0
H 3.4030 1.2396 -3.3855 0.0 0.0 0.0
H 1.1206 -0.7840 -3.2973 0.0 0.0 0.0
H 2.7943 -1.1724 -3.6684 0.0 0.1 0.0
H 4.3271 -2.1450 -2.7132 0.0 0.0 0.0
H 4.5830 -6.7385 -1.2935 0.0 0.0 0.0
H 4.0507 -7.0345 -2.9641 0.0 0.0 0.0
H 5.6376 -6.3197 -2.6377 0.0 0.0 0.0
H 3.8602 -4.0698 -0.4558 0.0 0.0 0.0
H 6.3019 -4.5036 -0.7397 0.0 0.0 0.0
H 6.3374 -3.4442 -2.1548 0.0 0.0 0.0
H 5.9870 -2.7826 -0.5515 0.0 0.0 0.0
```
Forces are in eV/Å.

---

Entry 3:
Computed, not measured: one molecule with the formula C3H5BrO at a distorted geometry, with the ωB97M-V functional and the def2-TZVPD basis.

**Charge**: 0
**E**: -75277.8199 eV
**Kohn-Sham gap (spin up / spin down)**: 8.083 / 8.229 eV
**LUMO energy (spin up / spin down)**: 0.014 / 0.021 Eh
**ΔE to the lowest compared entry with this formula, charge and spin**: 333.9 kJ/mol

XYZ file:
```
10
Properties=species:S:1:pos:R:3:forces:R:3
C -1.3071 0.9069 -1.1134 -0.6 0.2 -2.2
C -0.5657 0.5801 1.1502 0.0 -0.7 1.3
C 0.4901 -0.5098 1.2447 0.4 1.2 -0.8
O -1.3818 0.8698 0.1595 0.0 0.2 2.5
Br -1.3940 0.7022 2.8867 -0.5 0.4 -0.3
H -2.1084 1.4443 -1.6208 0.2 -0.2 0.4
H -0.4688 0.5613 -1.6680 0.7 -0.4 0.0
H 1.1650 -0.2956 0.3462 -0.1 -0.5 1.6
H 0.0311 -1.5061 1.0381 0.4 0.5 0.6
H 0.9387 -0.3764 2.3376 -0.5 -0.7 -2.9
```
Forces are in eV/Å.

---

Entry 4:
Computed, not measured: a 2-piece molecular cluster, C4H13N2O overall at a distorted geometry, with the ωB97M-V functional and the def2-TZVPD basis.

**Charge**: +1
**E**: -9380.1542 eV
**Kohn-Sham gap**: 11.607 eV
**LUMO energy**: -0.119 Eh
**ΔE to the lowest compared entry with this formula, charge and spin**: 137.9 kJ/mol

XYZ file:
```
20
Properties=species:S:1:pos:R:3:forces:R:3
C 1.4955 -1.9315 0.7236 0.3 1.6 1.7
C 0.0873 -2.0493 0.1151 2.1 -0.5 0.2
C -0.2098 -0.9170 -0.8332 0.3 0.8 0.2
N -0.6064 0.2834 -0.0081 -0.9 0.6 -0.3
C -1.6423 1.0055 -0.3404 -0.1 -1.2 -0.5
N -2.3803 1.7907 0.4155 0.2 0.7 -0.2
H 1.5826 -1.0418 1.3673 -0.5 -0.1 0.6
H 2.2637 -1.5801 0.0427 0.2 -1.1 -0.8
H 1.8085 -2.7721 1.3870 -0.2 0.5 -1.0
H -0.6371 -2.0964 0.9315 -0.2 -0.4 -0.4
H 0.2647 -2.9797 -0.4209 -1.3 -0.2 -0.3
H -1.0517 -1.1619 -1.4871 0.1 0.2 0.2
H 0.6603 -0.6319 -1.4621 -0.5 -0.3 0.4
H -0.1867 0.5317 0.8756 0.5 -0.6 0.1
H -1.9957 0.7872 -1.3442 -0.3 0.4 0.1
H -3.0275 2.4276 -0.0222 -0.1 -0.2 -0.2
H -2.1514 2.0685 1.3512 0.4 -0.2 0.4
H 1.8582 3.2495 -1.0327 -0.6 -0.3 0.7
H 2.3479 2.2937 0.0129 -0.5 0.2 0.1
O 1.5201 2.7242 -0.2715 1.1 0.1 -0.8
```
Forces are in eV/Å.

---

Entry 5:
Computed, not measured: a 6-piece molecular cluster, C47H44ClNS overall at a distorted geometry, with the ωB97M-V functional and the def2-TZVPD basis.

**SMILES string**: C#Cc1cc(C[C@@H](C)Cl)c2c(c1)Sc1ccccc1N2.c1ccccc1.c1ccccc1.c1ccccc1.c1ccccc1.c1ccccc1
**Charge**: 0
**E**: -74287.0164 eV
**Kohn-Sham gap**: 7.537 eV
**LUMO energy**: -0.008 Eh

XYZ file:
```
94
Properties=species:S:1:pos:R:3:forces:R:3
C 3.7862 -0.7410 3.6240 -0.4 6.1 -2.5
C 3.6547 0.4439 3.0397 -1.3 -4.3 3.5
C 3.0142 1.9009 2.7412 -0.2 2.2 -0.3
C 3.6025 3.1490 3.5179 -2.5 0.7 -1.9
C 3.0296 4.6355 3.3497 -1.5 -3.3 -1.2
C 3.7371 5.7692 4.2441 0.4 -1.1 -0.3
C 5.1024 6.2327 3.4484 -0.9 -1.2 -0.9
C 5.0011 5.9754 1.8500 0.9 0.4 -0.1
Cl 5.4014 8.0415 3.6982 -0.1 -1.3 0.1
C 1.8081 4.8906 2.3487 2.5 -3.7 1.1
C 1.2803 3.6339 1.5629 1.7 0.0 1.9
C 1.8417 2.1610 1.7259 1.5 2.8 2.1
S -0.1467 3.8931 0.3647 0.6 1.3 1.7
C -1.0079 5.3966 1.0904 -0.7 2.1 1.4
C -2.5649 5.5686 0.7977 2.4 3.0 2.3
C -3.2828 6.8419 1.3838 4.0 -1.0 0.5
C -2.4408 7.8637 2.2706 1.9 -2.8 -1.3
C -0.8922 7.6674 2.5581 -2.4 -2.6 -2.2
C -0.1416 6.3876 1.9494 -4.3 1.6 -0.4
N 1.3182 6.2892 2.2276 -2.0 -2.5 0.8
H 3.9936 -1.7065 4.2330 -0.3 2.3 -1.7
H 4.4864 2.9921 4.2559 -1.8 0.3 -1.5
H 4.0302 5.2515 5.2483 -0.5 1.0 -1.8
H 3.0689 6.6602 4.5235 1.0 -1.3 -0.7
H 5.9741 5.5877 3.8416 -1.2 1.5 -0.5
H 5.8924 6.5423 1.3628 -1.6 -0.9 0.8
H 5.1688 4.8551 1.5893 -0.6 1.9 0.6
H 4.0155 6.3767 1.3924 1.7 -0.7 0.9
H 1.3815 1.3061 1.1077 0.8 1.6 1.2
H -3.0800 4.7577 0.1497 0.9 1.7 1.3
H -4.3994 7.0017 1.1548 2.1 -0.2 0.5
H -2.9547 8.7878 2.7181 0.9 -1.7 -0.8
H -0.3110 8.4470 3.1985 -1.2 -1.6 -1.3
H 1.4233 6.6831 3.1933 0.1 -0.2 -1.3
C -0.0215 0.4403 -1.0599 0.1 -0.1 -0.1
C -1.1834 -0.2288 -1.4340 0.1 0.0 0.0
C -1.1121 -1.3214 -2.2936 0.1 0.0 0.0
C 0.1232 -1.7512 -2.7716 0.0 0.1 0.1
C 1.2855 -1.0844 -2.3945 -0.1 0.0 0.0
C 1.2134 0.0140 -1.5422 -0.1 -0.1 0.0
H -0.0780 1.2944 -0.3922 -0.1 -0.1 -0.1
H -2.1459 0.1023 -1.0557 0.1 0.0 0.0
H -2.0189 -1.8388 -2.5906 0.1 0.0 0.0
H 0.1792 -2.6062 -3.4381 0.0 0.1 0.0
H 2.2487 -1.4207 -2.7660 -0.1 0.0 0.0
H 2.1193 0.5372 -1.2526 -0.1 0.0 0.0
C 5.9668 -4.7629 8.1978 -0.1 0.1 0.0
C 6.5447 -3.5210 8.4466 -0.1 0.0 -0.1
C 5.9309 -2.3611 7.9825 0.0 -0.1 0.0
C 4.7328 -2.4425 7.2772 0.1 -0.1 0.0
C 4.1530 -3.6842 7.0316 0.1 0.0 0.0
C 4.7718 -4.8448 7.4879 0.1 0.1 0.0
H 6.4476 -5.6673 8.5570 0.0 0.1 0.0
H 7.4752 -3.4572 9.0024 -0.1 0.0 -0.1
H 6.3850 -1.3936 8.1708 0.0 -0.1 0.0
H 4.2514 -1.5376 6.9194 0.0 -0.1 0.1
H 3.2179 -3.7474 6.4831 0.1 0.0 0.1
H 4.3225 -5.8129 7.2916 0.0 0.1 0.0
C -3.5545 -3.6776 -6.3809 0.1 -0.1 0.0
C -2.7200 -4.1769 -7.3769 0.0 0.0 0.1
C -1.5208 -4.7965 -7.0357 -0.1 0.0 0.1
C -1.1606 -4.9254 -5.6968 -0.1 0.1 -0.1
C -1.9970 -4.4294 -4.7006 0.0 0.1 -0.1
C -3.1918 -3.8016 -5.0422 0.1 0.0 -0.1
H -4.4877 -3.1916 -6.6474 0.1 0.0 0.0
H -3.0041 -4.0824 -8.4204 0.0 0.0 0.1
H -0.8672 -5.1797 -7.8128 -0.1 0.0 0.1
H -0.2280 -5.4128 -5.4303 -0.1 0.0 0.0
H -1.7168 -4.5315 -3.6563 0.0 0.0 -0.1
H -3.8409 -3.4101 -4.2655 0.0 0.0 -0.1
C -5.8271 4.7571 -3.1342 0.0 -0.1 0.0
C -4.5288 4.6367 -2.6455 -0.1 -0.1 0.0
C -4.0170 3.3808 -2.3310 -0.1 0.0 0.0
C -4.8006 2.2443 -2.5160 0.0 0.1 0.0
C -6.0968 2.3650 -3.0083 0.1 0.1 0.0
C -6.6120 3.6213 -3.3131 0.1 0.0 0.0
H -6.2272 5.7366 -3.3762 0.0 -0.1 0.0
H -3.9148 5.5218 -2.5088 -0.1 -0.1 0.0
H -3.0065 3.2896 -1.9444 -0.1 0.0 -0.1
H -4.4000 1.2644 -2.2757 0.0 0.1 0.0
H -6.7066 1.4785 -3.1535 0.1 0.1 0.0
H -7.6246 3.7156 -3.6917 0.1 0.0 0.0
C -3.4283 -8.3037 -3.1294 0.1 -0.1 -0.1
C -3.2073 -9.6612 -2.9133 0.0 0.0 -0.1
C -2.5790 -10.4290 -3.8899 0.0 0.1 0.0
C -2.1626 -9.8367 -5.0796 -0.1 0.1 0.1
C -2.3804 -8.4784 -5.2940 0.0 -0.1 0.1
C -3.0169 -7.7125 -4.3213 0.0 -0.1 0.1
H -3.9213 -7.7059 -2.3691 0.0 -0.1 -0.1
H -3.5258 -10.1214 -1.9830 0.0 0.0 -0.1
H -2.4128 -11.4885 -3.7240 0.0 0.1 0.0
H -1.6684 -10.4342 -5.8391 -0.1 0.1 0.1
H -2.0543 -8.0163 -6.2209 0.0 0.0 0.1
H -3.1912 -6.6557 -4.4911 0.0 -0.2 0.0
```
Forces are in eV/Å.

---

Question: Number 4 is which compound?
Answer: C4H13N2O

---

Question: What is the formula in the fifth record?
Answer: C47H44ClNS